Computed, not measured: a cluster of 2 separate species, C10H16S in total in a non-equilibrium geometry, with ωB97M-V with the def2-TZVPD basis set.

Atoms and positions in Å:
C1 -2.0746 0.0170 -2.1554
C2 -1.0815 0.8113 -1.3894
C3 0.3545 0.7729 -1.5624
C4 1.2037 1.4168 -0.8181
C5 0.9123 2.4036 0.1165
C6 -0.4338 2.4841 0.3410
C7 -1.3648 1.7194 -0.3890
H1 -2.2749 -0.9592 -1.6575
H2 -1.6280 -0.4049 -3.0474
H3 -2.9327 0.5667 -2.4073
H4 0.5503 0.0659 -2.4166
H5 2.2251 1.2460 -1.1408
H6 1.5959 3.2182 0.2832
H7 -0.9766 3.2584 1.0832
H8 -2.4489 2.0852 -0.1026
C8 -0.5481 -1.0669 2.8177
C9 -0.0256 -1.4385 1.3451
S1 1.7068 -1.6699 1.5119
C10 2.2792 -2.0796 -0.1254
H9 -1.2340 -0.3365 2.8123
H10 0.2637 -0.5574 3.5593
H11 -0.8482 -1.9707 3.3589
H12 -0.3501 -2.3353 0.8177
H13 -0.0887 -0.5249 0.6376
H14 3.3657 -2.2785 -0.0673
H15 1.7486 -3.0691 -0.4101
H16 2.1049 -1.3741 -0.9949

Atomic forces in eV per Å
1.6 -1.9 0.3
2.1 1.7 1.4
-5.3 -4.2 -3.5
4.4 1.5 0.3
-1.1 0.0 -0.8
-2.1 2.1 1.7
-3.3 1.3 1.2
-0.5 0.9 0.3
0.2 0.5 -0.7
-1.3 0.5 -0.1
1.0 0.8 1.0
0.3 0.3 0.4
0.4 -0.3 0.9
1.8 -1.7 -1.7
1.9 -1.4 -0.9
4.4 -2.2 0.6
0.1 2.6 -0.2
2.0 0.3 0.8
-0.8 -1.6 -1.7
-3.1 2.2 -0.3
-1.2 -1.4 -2.2
-0.3 0.3 -0.2
-1.0 0.1 0.5
-0.6 -1.5 1.2
-0.6 0.1 0.1
1.0 1.4 0.2
0.0 -0.4 1.3

Output
Spin multiplicity: 1
Net charge: 0
LUMO in eV: 0.86
Highest occupied orbital energy in eV: -7.99


Computed, not measured: the ion C5H13N2 with charge +1 in a non-equilibrium geometry, with ωB97M-V with the def2-TZVPD basis set.

Atoms and positions in Å:
C1 0.5067 1.6780 2.0236
C2 0.3537 0.6835 0.9149
N1 1.6015 0.0919 0.4188
C3 -0.6331 1.1042 -0.2684
C4 -1.1593 -0.1621 -0.9963
C5 -0.7996 -1.4874 -0.6211
N2 -0.3822 -2.5090 -1.6959
H1 1.0740 1.3330 2.9550
H2 -0.4656 2.2289 2.1917
H3 1.2384 2.4109 1.5297
H4 -0.2801 -0.1882 1.4149
H5 1.4668 0.2029 -0.6046
H6 2.3724 0.6976 0.7415
H7 -0.2242 1.9726 -0.9468
H8 -1.5387 1.5727 0.2432
H9 -1.9200 0.0205 -1.8769
H10 -0.2419 -1.6814 0.3524
H11 -0.0633 -3.2735 -1.1990
H12 0.3550 -2.1756 -2.2503
H13 -1.2604 -2.5194 -2.3263

Atomic forces in eV per Å
1.6 2.2 -0.7
-2.9 -2.9 0.8
-0.5 1.1 -0.8
-0.9 0.6 1.6
0.0 -2.0 -0.8
1.9 3.6 0.0
-5.2 3.3 -0.3
-1.3 0.1 -1.3
1.2 -0.7 0.3
-1.0 -0.2 1.0
1.1 1.5 -0.8
1.2 -0.2 0.8
-0.3 -0.5 -0.6
-0.7 -2.1 0.8
1.0 -0.4 -0.7
2.1 -0.5 1.3
-0.6 0.2 -1.7
0.1 -2.8 0.7
1.4 0.9 -0.8
1.8 -1.3 1.0

Output
Spin multiplicity: 1
Net charge: +1
LUMO in eV: -4.41
Highest occupied orbital energy in eV: -12.92


Computed, not measured: a cluster of 2 separate species, C31H30BCl2F3O3 in total in a non-equilibrium geometry, with ωB97M-V with the def2-TZVPD basis set.

Atoms and positions in Å:
C1 -3.3619 -2.2535 1.3052
C2 -2.7722 -0.8623 1.0276
C3 -3.1941 0.1579 2.0822
O1 -1.3429 -1.0532 1.2633
B1 -0.7259 -0.9403 0.0537
C4 0.7736 -1.1775 -0.3239
C5 1.5423 -1.8294 0.8123
C6 2.9216 -1.6325 1.0058
C7 3.6244 -2.3307 1.9920
C8 2.9641 -3.3342 2.7223
Cl1 3.8591 -4.3854 3.7555
C9 1.5849 -3.4848 2.5940
C10 0.8806 -2.6485 1.7320
C11 0.5063 -2.0893 -1.5329
C12 0.6298 -1.6514 -2.8647
C13 0.2263 -2.4628 -3.9219
C14 -0.4036 -3.6814 -3.6699
Cl2 -0.9262 -4.6634 -4.9677
C15 -0.6292 -4.0830 -2.3445
C16 -0.1301 -3.3151 -1.2935
O2 -1.4843 -0.4312 -0.9759
C17 -2.8550 -0.3675 -0.5124
C18 -3.6204 -1.2687 -1.4793
C19 -3.2062 1.1040 -0.7092
H1 -4.4542 -2.2988 1.1802
H2 -2.8976 -2.9976 0.6355
H3 -3.1109 -2.5551 2.3394
H4 -4.2892 0.3161 2.0772
H5 -2.8922 -0.2000 3.0784
H6 -2.6900 1.1219 1.9047
H7 1.2993 -0.2780 -0.6562
H8 3.4535 -0.9009 0.3933
H9 4.6821 -2.1520 2.1564
H10 1.0526 -4.2532 3.1465
H11 -0.1971 -2.6382 1.8176
H12 0.9997 -0.6441 -3.0716
H13 0.3509 -2.1462 -4.9541
H14 -1.2266 -4.9694 -2.1577
H15 -0.2940 -3.6367 -0.2646
H16 -4.6604 -1.4108 -1.1564
H17 -3.6080 -0.7904 -2.4720
H18 -3.1199 -2.2399 -1.5938
H19 -4.2524 1.3170 -0.4452
H20 -2.5188 1.7396 -0.1260
H21 -3.0428 1.3576 -1.7662
C20 -1.5630 5.5498 -1.0569
C21 -1.1506 4.6034 -0.0550
C22 -1.3264 4.4327 1.3038
C23 -0.5224 3.3216 1.6717
C24 0.0991 2.8732 0.5081
C25 1.2113 2.0278 0.2952
C26 1.9526 1.6151 1.4203
C27 3.3387 1.6125 1.3363
C28 3.9164 1.9043 0.1041
C29 5.3665 2.2622 0.0205
F1 6.0120 1.5205 -0.9342
F2 5.5541 3.5824 -0.3037
F3 6.0119 2.0531 1.2013
C30 3.1896 1.8668 -1.0861
C31 1.8140 1.9568 -0.9929
O3 -0.3029 3.6457 -0.5527
H22 -1.9811 6.4353 -0.5836
H23 -0.7418 5.8393 -1.7226
H24 -2.3230 5.0815 -1.6907
H25 -1.9111 5.0363 1.9934
H26 -0.3435 2.9260 2.6675
H27 1.4468 1.4238 2.3632
H28 3.9383 1.4274 2.2270
H29 3.6625 1.8973 -2.0627
H30 1.2067 2.0486 -1.8868

Atomic forces in eV per Å
-0.1 -0.1 -0.1
0.1 -0.1 0.1
-0.4 0.3 -0.2
-0.4 0.1 -0.9
0.4 1.9 -0.6
0.4 -0.8 0.3
0.3 0.1 0.3
-0.1 -0.2 0.1
-0.4 -0.4 -0.1
-0.3 0.7 -0.8
0.1 -0.1 0.2
0.4 0.2 0.1
0.4 -0.5 0.1
0.1 -0.3 -0.3
0.1 -0.2 0.6
-0.2 -0.1 0.0
0.3 0.7 1.3
-0.2 -0.4 -0.5
0.2 0.2 -0.4
-0.1 0.0 -0.5
-0.3 -0.6 1.1
0.5 0.2 -0.1
-0.3 0.1 0.1
-0.3 0.2 0.2
0.3 0.1 0.0
-0.2 0.3 0.2
-0.2 0.3 -0.4
0.5 0.0 0.0
-0.1 0.0 -0.4
-0.2 -0.4 0.1
-0.4 -0.3 0.0
-0.1 -0.3 0.1
-0.1 -0.1 -0.1
0.1 0.2 0.2
0.2 -0.4 -0.3
0.1 -0.4 0.1
0.0 0.0 0.2
0.2 0.0 0.0
0.0 0.0 -0.3
0.2 0.0 -0.2
-0.1 -0.2 0.4
-0.2 0.2 0.2
0.3 0.1 0.0
-0.4 -0.2 -0.1
-0.1 -0.2 0.3
-0.9 0.9 -1.0
0.9 -1.2 1.4
0.1 0.1 -0.8
0.7 -0.7 -1.1
-2.2 0.8 1.1
1.8 -0.3 -0.4
0.1 0.1 -0.4
-0.5 0.0 -0.2
0.9 -0.4 -0.1
0.7 -0.2 0.0
-0.3 0.7 0.6
-0.1 -1.1 0.2
-0.2 0.2 -0.8
-0.5 0.4 0.3
-0.2 0.1 0.7
-0.3 0.0 1.2
-0.1 0.1 -0.1
-0.1 0.0 0.3
-0.1 0.2 -0.1
0.1 -0.1 -0.4
-0.1 0.1 -0.3
0.1 0.2 -0.1
-0.1 0.2 -0.3
0.1 0.0 0.2
0.0 0.2 0.1

Output
Spin multiplicity: 1
Net charge: 0
LUMO in eV: -0.22
Highest occupied orbital energy in eV: -7.92


Computed, not measured: a structure of composition C32H10F15GeN2O3RuS, with ωB97M-V with the def2-TZVPD basis set.

Atoms and positions in Å:
Ru1 0.6953 -1.0123 1.0516
O1 2.1665 3.8310 3.1358
C1 1.0490 3.4964 3.7779
C2 0.5989 4.3888 4.7538
C3 -0.5393 4.1151 5.4706
C4 -1.2828 2.9412 5.2488
C5 -0.8584 2.0552 4.3040
C6 0.3145 2.3018 3.5448
C7 0.7017 1.3220 2.5829
O2 0.0421 0.2153 2.4774
N1 1.7717 1.5688 1.7756
N2 1.9602 0.5826 0.9133
C8 3.0127 0.7001 0.1058
C9 3.4120 -0.2675 -0.8112
C10 4.6069 0.0019 -1.5516
C11 5.0983 -0.8921 -2.4430
C12 4.4054 -2.1112 -2.6526
C13 3.2517 -2.4111 -1.9802
C14 2.7173 -1.5129 -1.0412
O3 1.6178 -1.8748 -0.4374
H1 2.3602 3.1685 2.4483
H2 1.1731 5.2899 4.9193
H3 -0.8714 4.8220 6.2198
H4 -2.1779 2.7452 5.8212
H5 -1.4131 1.1478 4.1094
H6 3.5921 1.6132 0.2005
H7 5.1185 0.9396 -1.3747
H8 6.0052 -0.6834 -2.9914
H9 4.7988 -2.8244 -3.3660
H10 2.7191 -3.3375 -2.1467
F1 1.7482 -6.4286 2.3057
C15 2.5106 -5.3538 2.1019
C16 2.0518 -4.0882 2.4291
C17 2.9120 -3.0458 2.1529
F2 2.5167 -1.7654 2.4226
C18 4.1569 -3.2015 1.5884
F3 4.9270 -2.1473 1.3217
C19 4.5865 -4.4832 1.2822
F4 5.7738 -4.6671 0.7280
C20 3.7627 -5.5646 1.5432
F5 4.1697 -6.7890 1.2416
Ge1 0.2494 -3.7056 3.1056
S1 -0.8042 -2.6821 1.4345
C21 -0.6699 -5.3251 3.6505
C22 -1.4863 -6.0510 2.7985
F6 -1.6552 -5.6567 1.5321
C23 -2.1310 -7.2043 3.2033
F7 -2.9080 -7.8783 2.3652
C24 -1.9512 -7.6609 4.4991
F8 -2.5594 -8.7637 4.8993
C25 -1.1275 -6.9699 5.3729
F9 -0.9438 -7.4171 6.6086
C26 -0.4990 -5.8206 4.9334
F10 0.3195 -5.1913 5.7894
C27 0.3470 -2.4678 4.6146
C28 1.4847 -2.2434 5.3735
F11 2.6234 -2.8898 5.0988
C29 1.4986 -1.3665 6.4429
F12 2.6098 -1.1638 7.1408
C30 0.3337 -0.7017 6.7899
F13 0.3289 0.1372 7.8128
C31 -0.8294 -0.9232 6.0722
F14 -1.9544 -0.3059 6.4227
C32 -0.8019 -1.7955 5.0008
F15 -1.9460 -1.9953 4.3340

Atomic forces in eV per Å
-0.6 -0.3 0.0
-0.1 0.0 0.0
0.1 0.0 0.0
0.0 0.0 0.1
0.0 0.0 0.0
0.0 0.0 0.0
0.0 0.0 0.0
0.0 0.0 0.1
0.0 0.0 -0.1
0.1 0.1 -0.1
-0.1 -0.1 0.0
0.2 0.4 -0.1
-0.1 0.0 0.0
0.0 0.0 0.0
0.0 0.0 0.0
0.0 0.0 0.0
0.0 0.0 0.0
0.0 0.0 0.0
-0.1 0.0 0.0
0.1 0.0 -0.1
0.0 0.0 0.0
0.0 0.0 0.0
0.0 0.0 0.0
0.0 0.0 0.0
0.0 0.0 0.0
0.0 0.0 0.0
0.0 0.0 0.0
0.0 0.0 0.0
0.0 0.0 0.0
0.0 0.0 0.0
0.0 0.0 0.0
0.0 0.0 0.0
0.0 0.0 0.0
0.1 -0.3 0.0
0.2 0.0 0.2
0.0 0.0 0.0
0.0 0.0 0.0
0.0 0.0 0.0
0.0 0.0 0.0
0.0 0.0 0.0
0.0 0.0 0.0
0.0 -0.1 0.1
0.1 0.2 -0.1
0.0 0.0 0.0
0.0 0.0 0.0
0.0 0.0 0.0
0.0 0.0 0.0
0.0 0.0 0.0
0.0 0.0 0.0
0.0 0.0 0.0
0.0 0.0 0.0
0.0 0.0 0.0
0.0 0.0 0.0
0.0 0.0 0.0
0.0 0.0 0.0
-0.1 0.0 0.0
0.0 0.0 -0.1
0.0 0.0 0.0
0.0 0.0 0.0
0.0 0.0 0.0
0.0 0.0 0.0
0.0 0.0 0.0
0.0 0.0 0.0
0.0 0.0 0.0
0.0 0.0 0.0

Output
Spin multiplicity: 5
⟨S²⟩: 6.042
Net charge: +1
LUMO (alpha / beta) in eV: -4.32 / -6.68
Highest occupied orbital energy (alpha / beta) in eV: -11.77 / -11.73


Computed, not measured: an isolated molecule of C2H2FOP in a non-equilibrium geometry, with ωB97M-V with the def2-TZVPD basis set.

Atoms and positions in Å:
O1 -0.7127 -2.0294 -0.2077
C1 -0.6184 -0.8780 0.0149
C2 0.8653 0.2517 0.0824
P1 -0.8529 0.8046 0.6203
F1 -1.5215 1.4006 -0.7852
H1 1.3235 -0.0492 0.9585
H2 1.5167 0.4999 -0.6831

Atomic forces in eV per Å
-0.6 0.5 0.0
3.0 0.8 0.0
-4.7 -1.5 0.3
-0.1 0.5 -1.9
0.7 -0.4 1.3
1.1 -0.5 1.9
0.6 0.6 -1.7

Output
Spin multiplicity: 1
Net charge: 0
LUMO in eV: -0.62
Highest occupied orbital energy in eV: -8.30


Computed, not measured: a structure of composition C22H57Cl2N3O18P3V in a non-equilibrium geometry, with ωB97M-V with the def2-TZVPD basis set.

Atoms and positions in Å:
O1 1.1510 1.9443 -3.6284
V1 0.0659 0.7636 -3.6893
O2 -1.1321 1.5388 -4.4441
C1 0.7899 -0.5510 0.1717
C2 -0.5165 -0.3538 -0.5660
O3 -0.4703 0.6664 -1.5273
H1 0.6443 -1.1162 1.0922
H2 1.2211 0.3708 0.5622
H3 1.6462 -0.8646 -0.4254
H4 -1.1356 -0.0795 0.2882
H5 -0.8530 -1.1896 -1.1795
C3 -5.5907 2.5510 -0.8977
C4 -5.7880 1.5044 0.1599
O4 -6.9145 1.4115 0.7070
N1 -4.7217 0.7596 0.4867
C5 -4.7043 -0.4682 1.3540
H6 -5.8497 2.1014 -1.8563
H7 -4.5642 2.8327 -1.1323
H8 -6.0617 3.5231 -0.7514
H9 -3.8922 0.8712 -0.0787
H10 -3.8468 -0.6908 1.9889
H11 -4.6910 -1.3800 0.7568
H12 -5.6115 -0.3642 1.9491
C6 4.9186 -2.5549 0.2019
C7 4.0575 -3.8185 -0.1579
O5 4.5929 -4.5745 -0.9908
N2 2.8570 -4.0022 0.4025
C8 2.0044 -5.2467 0.3025
H13 5.9639 -2.7367 -0.0479
H14 4.9089 -2.2192 1.2389
H15 4.6706 -1.7039 -0.4324
H16 2.4289 -3.3463 1.0401
H17 1.2139 -5.1624 1.0483
H18 2.4380 -6.2414 0.4056
H19 1.4808 -5.1792 -0.6512
C9 4.3394 -0.4585 -3.4076
C10 3.0196 -1.2123 -3.2546
O6 2.0138 -0.5885 -3.0213
N3 3.1862 -2.5235 -3.2544
C11 2.0865 -3.3467 -2.8409
H20 4.1050 0.6026 -3.4917
H21 4.9976 -0.8343 -4.1910
H22 5.0454 -0.4474 -2.5771
H23 3.9766 -3.0301 -3.6269
H24 2.2829 -4.4189 -2.8333
H25 1.1324 -3.3252 -3.3675
H26 1.7483 -3.0426 -1.8504
C12 -3.8629 -1.5410 -2.6599
O7 -3.4276 -2.2844 -3.8104
P1 -1.9279 -2.3088 -4.4072
O8 -1.1507 -1.0980 -4.0130
O9 -1.3830 -3.7932 -4.0376
C13 -1.7560 -4.4761 -2.8460
O10 -2.2024 -2.3313 -6.0307
C14 -2.5405 -3.5355 -6.7058
H27 -4.8051 -1.0303 -2.8587
H28 -3.1563 -0.7941 -2.2977
H29 -4.0067 -2.2318 -1.8291
H30 -0.8563 -4.6453 -2.2544
H31 -2.2068 -5.4329 -3.1093
H32 -2.5403 -4.0005 -2.2572
H33 -2.8866 -4.2352 -5.9450
H34 -1.8291 -3.8384 -7.4740
H35 -3.4494 -3.1699 -7.1838
C15 2.7111 2.8422 -0.8155
O11 1.8212 3.6540 -0.1367
P2 2.3137 4.9127 0.7817
O12 3.2660 4.5656 1.8712
O13 2.7717 5.9469 -0.3246
C16 4.1823 6.3204 -0.3641
O14 0.9898 5.7113 1.3833
C17 0.3714 5.4184 2.6711
H36 2.7477 1.8458 -0.3752
H37 3.6745 3.3312 -0.9599
H38 2.3882 2.8801 -1.8559
H39 4.8932 5.5643 -0.0308
H40 4.4314 7.2365 0.1713
H41 4.4515 6.5657 -1.3914
H42 -0.7024 5.4072 2.4841
H43 0.7102 6.0964 3.4544
H44 0.5455 4.4679 3.1755
C18 -0.7295 1.4325 3.3645
O15 -1.9508 1.5592 4.0316
P3 -2.5659 0.2750 4.8757
O16 -2.4522 -0.9359 4.0418
O17 -4.0584 0.7805 5.2833
C19 -4.8590 1.6517 4.4339
O18 -1.8080 0.3848 6.3096
C20 -1.4114 1.6458 6.8900
H45 -0.2659 0.4828 3.6316
H46 0.0063 2.2164 3.5439
H47 -1.0082 1.3876 2.3117
H48 -4.5169 1.8009 3.4098
H49 -4.9478 2.6072 4.9507
H50 -5.8966 1.3197 4.3971
H51 -0.9689 2.1757 6.0465
H52 -0.5266 1.5581 7.5205
H53 -2.2590 2.2072 7.2831
Cl1 4.1538 0.5329 1.2187
C21 3.5308 0.6968 2.8139
C22 2.4279 -0.2418 3.2000
Cl2 2.9281 -2.0158 3.1601
H54 3.1354 1.6939 3.0075
H55 4.3327 0.6153 3.5476
H56 1.5516 -0.1219 2.5630
H57 1.9349 -0.0989 4.1616

Atomic forces in eV per Å
-1.3 -2.2 0.0
-0.8 3.5 -0.5
2.0 -1.8 1.6
2.0 0.5 0.0
-0.2 0.5 -0.7
0.4 0.4 -0.1
-0.2 -0.6 -0.5
-0.7 0.6 -0.2
-0.4 -0.8 -0.2
-0.9 0.2 -0.5
0.1 -0.7 0.7
1.2 0.2 -1.2
-3.3 1.0 1.5
2.5 -0.3 -0.9
2.1 -1.8 0.6
-0.9 0.5 -0.7
-0.8 0.1 0.0
0.5 -0.2 0.6
-0.6 -0.6 0.2
-0.2 0.3 0.0
0.3 1.3 0.2
-0.8 0.0 -0.4
0.1 -0.5 0.0
-0.4 -0.3 0.0
3.0 0.4 -1.3
-1.6 0.4 1.1
-1.5 -1.7 0.8
-0.2 1.3 -0.6
-0.2 -0.6 0.0
-0.4 -0.2 -0.1
-0.5 0.0 0.0
0.8 0.3 0.0
0.2 0.1 0.2
0.7 0.5 0.0
0.1 -0.4 -0.2
0.2 0.9 -0.2
4.8 0.2 -0.1
-3.2 0.4 0.3
-1.8 -1.4 -0.4
-1.6 -1.0 0.8
0.0 -0.1 -0.7
-0.4 0.1 -0.5
-0.6 -0.7 0.7
0.3 0.7 0.3
0.8 0.3 0.2
0.3 0.7 -1.0
0.4 -0.1 0.4
-0.1 0.0 0.7
1.3 0.3 -0.2
-1.9 -0.6 -1.9
0.6 -0.9 0.2
-0.4 2.3 -0.8
-0.3 -0.8 0.6
2.3 0.8 3.6
-2.2 0.6 -0.1
0.1 -0.2 -0.3
0.3 0.0 -0.5
-0.2 -0.2 -0.1
-0.1 0.1 0.0
0.3 -0.1 -0.3
0.3 0.5 -0.1
0.5 -0.7 -0.6
0.2 -0.1 0.6
-0.1 -0.7 -0.6
0.8 0.3 -1.9
-1.6 2.2 2.5
-0.9 0.1 1.6
-0.7 0.0 -1.3
1.2 0.0 0.4
0.6 0.6 -0.6
1.3 -1.9 -0.5
-0.1 -0.3 -0.1
0.2 0.3 -0.3
0.5 -0.3 0.8
-0.4 -0.8 0.0
-0.5 -0.3 0.2
-0.7 -0.1 0.5
-0.5 -0.3 -0.2
0.1 0.6 0.2
-0.2 0.6 -0.5
0.7 -0.6 -0.9
0.1 -1.2 -0.8
-1.3 -0.1 1.7
-0.3 2.3 0.3
0.1 0.3 1.2
1.5 -0.2 -1.2
-0.7 0.4 0.5
-0.5 -1.2 -0.9
0.6 0.4 -1.8
0.1 -0.1 -0.1
-0.4 0.3 0.2
0.6 0.1 -0.3
0.4 -0.2 0.2
0.5 0.1 -0.1
0.2 -0.7 0.0
-0.4 0.7 0.0
-0.7 -0.7 0.6
0.2 -0.3 0.3
0.3 -0.1 -0.7
-0.3 0.5 2.5
-1.0 -1.2 -0.4
-0.4 1.0 0.0
0.0 0.3 -0.5
0.3 -0.2 -0.3
0.4 -0.3 -0.4
1.0 0.2 0.4

Output
Spin multiplicity: 2
⟨S²⟩: 0.757
Net charge: +1
LUMO (alpha / beta) in eV: -4.36 / -6.47
Highest occupied orbital energy (alpha / beta) in eV: -11.58 / -11.58


Q: Which value of spin multiplicity does entry 2 give?
A: 1


Q: spin multiplicity of number 5 (C2H2FOP)?
A: 1


Q: What is the net charge in the second record?
A: +1


Q: Which value of spin multiplicity does entry 6 give?
A: 2